{"formula": "C4H12", "method": "ωB97M-V with the def2-TZVPD basis set", "species": ["C", "C", "C", "C", "H", "H", "H", "H", "H", "H", "H", "H", "H", "H", "H", "H"], "coordinates": [[0.68014, 2.11504, -0.86167], [1.08314, 1.66548, 0.53399], [-0.89249, -2.37175, 0.75932], [-0.83371, -1.42499, -0.43832], [1.16888, 2.52859, 1.19559], [-0.04240, -2.20483, 1.41500], [0.67292, 1.30456, -1.58871], [-1.82427, -1.12974, -0.80130], [-0.30334, 2.57047, -0.81725], [-0.83898, -3.42468, 0.46712], [1.38149, 2.85164, -1.25051], [-0.34837, -1.89802, -1.28972], [-0.33365, -0.48266, -0.22613], [0.26732, 1.10826, 1.00766], [2.00097, 1.07777, 0.59453], [-1.83765, -2.28514, 1.30038]], "total_energy_ha": -159.57942, "e_above_lowest_kcal_mol": 3.5, "lumo_ev": 1.2, "homo_energy_ev": -11.7, "smiles": "CC.CC", "orbital_gap_ev": 12.84}

{"formula": "C4H12", "method": "ωB97M-V with the def2-TZVPD basis set", "species": ["C", "C", "C", "C", "H", "H", "H", "H", "H", "H", "H", "H", "H", "H", "H", "H"], "coordinates": [[1.57261, -0.15799, 0.69669], [-2.80643, 0.51822, -1.34258], [-1.47161, -0.20724, -1.09021], [2.71066, -0.16152, 1.73431], [1.87246, -0.44568, -0.31158], [-3.57534, -0.16546, -1.68664], [-3.14076, 1.04238, -0.44815], [3.66007, 0.13445, 1.30599], [-0.85242, 0.02073, -1.94881], [2.49412, 0.48081, 2.58223], [-1.52240, -1.29706, -1.01791], [1.14934, 0.84241, 0.53630], [-2.69187, 1.38470, -2.00138], [2.74148, -1.20248, 2.06354], [-1.03962, 0.05868, -0.13034], [0.74909, -0.77847, 1.02523]], "total_energy_ha": -159.57129, "e_above_lowest_kcal_mol": 8.6, "lumo_ev": 1.1, "homo_energy_ev": -11.6, "smiles": "CC.CC", "orbital_gap_ev": 12.78}

{"formula": "C4H12", "method": "ωB97M-V with the def2-TZVPD basis set", "species": ["C", "C", "C", "C", "H", "H", "H", "H", "H", "H", "H", "H", "H", "H", "H", "H"], "coordinates": [[-2.37112, 1.75487, -0.87618], [-2.14663, 0.25837, -0.88752], [1.60635, -0.79585, 1.23342], [2.74666, -1.13421, 0.35554], [1.95309, -0.99087, 2.26597], [-2.95020, 2.06098, 0.00717], [1.40851, 0.24264, 1.15705], [2.69152, -1.02649, -0.69334], [3.18495, -2.17657, 0.25178], [3.63569, -0.70614, 0.94043], [-2.90547, 2.08308, -1.78285], [-1.34934, 2.25876, -0.82205], [-1.25547, 0.13021, -1.36936], [0.88244, -1.56287, 1.16084], [-1.96572, -0.15868, 0.10650], [-3.16529, -0.23724, -1.04739]], "total_energy_ha": -159.11242, "total_charge": 1, "e_above_lowest_kcal_mol": 36.0, "lumo_ev": [-2.8, -11.5], "homo_energy_ev": [-16.4, -14.2], "orbital_gap_ev": [13.55, 2.67], "spin_multiplicity": 2}

{"formula": "C4H12", "method": "ωB97M-V with the def2-TZVPD basis set", "species": ["C", "C", "C", "C", "H", "H", "H", "H", "H", "H", "H", "H", "H", "H", "H", "H"], "coordinates": [[-1.66684, 0.91295, 0.92274], [2.42189, -0.68934, -0.34522], [-1.85328, 0.71142, -0.58388], [0.98175, -1.03008, 0.01582], [-0.96455, 0.19716, -1.12278], [0.51712, -1.81204, -0.53631], [-2.74798, 0.25018, -0.93895], [3.03481, -1.62337, -0.55319], [0.86506, -0.98497, 1.21502], [-2.18146, 0.19963, 1.57195], [-1.74767, 2.02912, 1.10651], [0.22122, -0.27966, -0.32326], [2.75514, -0.18272, 0.46609], [-1.75430, 1.75337, -0.93704], [-0.58557, 0.63177, 1.20525], [2.70466, -0.08341, -1.16274]], "total_energy_ha": -159.12434, "total_charge": 1, "e_above_lowest_kcal_mol": 28.6, "lumo_ev": [-3.0, -10.9], "homo_energy_ev": [-16.8, -16.1], "orbital_gap_ev": [13.74, 5.18], "spin_multiplicity": 2}

{"formula": "C4H12", "method": "ωB97M-V with the def2-TZVPD basis set", "species": ["C", "C", "C", "C", "H", "H", "H", "H", "H", "H", "H", "H", "H", "H", "H", "H"], "coordinates": [[2.19816, 0.15271, 0.06490], [-1.61263, -0.27289, -0.58693], [2.51690, 0.92254, 1.27310], [-3.07595, -0.78421, -0.72342], [3.15532, 1.69921, 1.12897], [-3.61228, 0.04116, -1.25528], [-1.42693, 0.49723, 0.11380], [1.27773, -0.49667, 0.14244], [2.72454, 0.25824, 2.11429], [-1.14928, -0.01498, -1.61150], [2.86520, -0.59076, -0.46076], [-3.53914, -0.89315, 0.28885], [2.02702, 0.81228, -0.73512], [-3.11144, -1.67450, -1.27407], [-1.03661, -1.26869, -0.24228], [1.66697, 1.52174, 1.62481]], "total_energy_ha": -159.13634, "total_charge": 1, "e_above_lowest_kcal_mol": 21.0, "lumo_ev": [-2.9, -11.3], "homo_energy_ev": [-16.6, -14.9], "orbital_gap_ev": [13.69, 3.56], "spin_multiplicity": 2}

{"formula": "C4H12", "method": "ωB97M-V with the def2-TZVPD basis set", "species": ["C", "C", "C", "C", "H", "H", "H", "H", "H", "H", "H", "H", "H", "H", "H", "H"], "coordinates": [[0.11114, -1.88121, -0.72188], [-1.04282, 2.22508, 0.70531], [-0.34832, 1.34459, -0.24225], [1.26592, -1.75332, 0.22334], [1.81115, -2.64238, 0.54816], [-2.04261, 1.88515, 1.05191], [0.96965, -1.29924, 1.18536], [0.75414, 1.36912, -0.07895], [-1.33298, 3.14249, 0.16032], [-0.49111, 0.21589, 0.00022], [2.00392, -1.04582, -0.16640], [-0.60894, -1.02671, -0.48420], [0.41002, -1.73221, -1.76697], [-0.50094, 1.52332, -1.30164], [-0.39872, -2.84326, -0.74968], [-0.55949, 2.51851, 1.63732]], "total_energy_ha": -159.15809, "total_charge": 1, "e_above_lowest_kcal_mol": 7.4, "lumo_ev": [-3.0, -10.7], "homo_energy_ev": [-16.8, -16.4], "orbital_gap_ev": [13.76, 5.66], "spin_multiplicity": 2}

{"formula": "C4H12", "method": "ωB97M-V with the def2-TZVPD basis set", "species": ["C", "C", "C", "C", "H", "H", "H", "H", "H", "H", "H", "H", "H", "H", "H", "H"], "coordinates": [[-1.30777, -1.90108, -0.75578], [-0.61182, -2.29933, 0.55334], [0.40087, 2.22499, -0.41416], [1.56361, 2.00329, 0.58985], [-0.09845, 3.17680, -0.32061], [0.96650, 2.03776, -1.35257], [-1.24529, -2.76458, 1.30048], [1.43926, 0.99838, 1.05225], [1.28577, 2.87126, 1.33316], [-0.29685, 1.39846, -0.23169], [-1.08541, -2.49865, -1.64238], [-1.24290, -0.88963, -1.16457], [-2.40745, -1.93923, -0.82232], [0.15141, -3.09072, 0.54516], [2.64454, 2.06930, 0.34104], [-0.15604, -1.39703, 0.98880]], "total_energy_ha": -159.12812, "total_charge": 1, "e_above_lowest_kcal_mol": 26.2, "lumo_ev": [-3.7, -11.5], "homo_energy_ev": [-14.4, -14.4], "orbital_gap_ev": [10.76, 2.93], "spin_multiplicity": 2}

{"formula": "C4H12", "method": "ωB97M-V with the def2-TZVPD basis set", "species": ["C", "C", "C", "C", "H", "H", "H", "H", "H", "H", "H", "H", "H", "H", "H", "H"], "coordinates": [[-1.43214, 1.15694, -0.68384], [-2.22611, -0.01377, -0.29242], [1.55578, 0.00510, 0.08730], [2.10642, -1.09661, 0.96570], [2.92133, -1.61031, 0.41088], [-2.25713, -0.24369, 0.77256], [2.07979, 0.08622, -0.86066], [1.65071, 0.95338, 0.60608], [-1.98006, -0.91960, -0.89002], [-1.81361, 1.63432, -1.59907], [-0.38012, 0.77578, -1.04559], [2.48884, -0.76437, 1.92231], [0.45117, -0.17325, -0.07856], [-1.16940, 1.81242, 0.13825], [-3.26349, 0.11260, -0.67016], [1.48277, -1.98662, 1.12539]], "total_energy_ha": -159.16003, "total_charge": 1, "e_above_lowest_kcal_mol": 6.2, "lumo_ev": [-2.9, -10.7], "homo_energy_ev": [-16.6, -15.9], "orbital_gap_ev": [13.62, 5.12], "spin_multiplicity": 2}

{"formula": "C4H12AlF3O2", "method": "ωB97M-V with the def2-TZVPD basis set", "species": ["Al", "F", "F", "F", "O", "O", "C", "C", "C", "C", "H", "H", "H", "H", "H", "H", "H", "H", "H", "H", "H", "H"], "coordinates": [[-1.06069, -0.58129, -0.52277], [0.32959, -2.96949, -1.34326], [-3.59762, 0.65576, -0.46644], [1.83156, -0.29457, -0.64533], [-0.83571, 1.91479, -2.06304], [0.26512, -1.96657, 1.70251], [0.40249, 2.56232, -2.36686], [0.03143, -3.09336, 2.56353], [0.20672, 3.65135, -3.37699], [0.18049, -2.56848, 3.98971], [-1.54828, 2.56123, -2.10579], [0.81016, 3.01195, -1.45752], [1.22046, -2.42915, 4.28807], [-0.11644, -3.32409, 4.72406], [1.03016, 4.26349, -3.74004], [-0.93728, -3.56275, 2.40371], [-0.46045, -1.71101, 4.18563], [0.77372, -3.87420, 2.38939], [1.15604, 1.82539, -2.64154], [-0.57618, 4.34772, -3.05553], [-0.30053, 3.33269, -4.29382], [1.19526, -1.75169, 1.83231]], "total_energy_ha": -851.78449, "e_above_lowest_kcal_mol": 0.0, "lumo_ev": -5.9, "homo_energy_ev": -11.1, "orbital_gap_ev": 5.21}

{"formula": "C4H12BrN2", "method": "ωB97M-V with the def2-TZVPD basis set", "species": ["Br", "N", "N", "C", "C", "C", "C", "H", "H", "H", "H", "H", "H", "H", "H", "H", "H", "H", "H"], "coordinates": [[-2.08523, 0.04876, -1.93484], [-1.71167, 2.43439, 0.39803], [-0.11944, 2.48323, -1.26086], [-0.32841, -0.78617, 1.14043], [-0.81256, 1.71808, -0.18710], [-0.51407, -1.81471, 0.31856], [0.48914, -2.28610, -0.68291], [-2.01293, 3.37274, 0.12017], [0.87733, -3.25454, -0.37132], [-0.06495, 1.86363, -2.08199], [-0.56828, 3.37809, -1.52697], [0.84017, 2.67098, -0.94006], [0.57549, -0.20600, 1.11630], [-1.04872, -0.52897, 1.89627], [1.32299, -1.59365, -0.76163], [-2.23622, 2.01233, 1.15148], [-1.39423, -2.44199, 0.43317], [0.04641, -2.42910, -1.66872], [-1.53293, -0.81404, -0.91627]], "total_energy_ha": -2842.77266, "total_charge": 1, "e_above_lowest_kcal_mol": 53.4, "lumo_ev": -3.7, "homo_energy_ev": -12.7, "orbital_gap_ev": 8.98}